Density functional theory data (ωB97M-V/def2-TZVPD) for a cluster of 2 separate species, C12H17N in total in a non-equilibrium geometry.

ORCA input file:
```
! wB97M-V def2-TZVPD RIJCOSX def2/J DEFGRID3
* xyz 0 1
C 3.643 1.975 -1.338
C 1.666 -1.001 -0.156
C 2.015 -0.114 -1.197
C 2.990 0.784 -0.749
C 3.124 0.526 0.605
C 0.432 -2.377 -1.635
C 0.901 -2.149 -0.348
C 0.647 -1.456 -2.696
C 1.410 -0.351 -2.451
N 2.258 -0.485 0.986
H -0.094 -3.260 -1.975
H 0.772 -2.988 0.322
H 0.173 -1.627 -3.651
H 1.772 0.338 -3.212
H 2.259 -0.987 1.856
H 3.653 1.113 1.336
H 3.886 1.930 -2.409
H 4.640 2.212 -0.964
H 3.006 2.855 -1.226
C -3.730 1.088 1.736
C -3.120 0.280 2.912
C -3.922 0.175 0.532
H -4.635 1.531 2.148
H -3.007 1.855 1.453
H -3.775 -0.540 3.207
H -4.565 -0.682 0.732
H -4.343 0.742 -0.303
H -2.920 0.939 3.755
H -2.189 -0.162 2.547
H -2.945 -0.164 0.184
*
```

Computed properties:
- Strongest force on any atom: 2.68 eV/A
- Energy above the lowest of the compared OMol25 structures with the same formula, charge and spin: 17.4 kcal/mol
- Orbital gap: 8.61 eV
- E_HOMO: -7.75 eV
- LUMO level: 0.9 eV
- SMILES string: Cc1c[nH]c2ccccc12.CCC



Density functional theory data (ωB97M-V/def2-TZVPD) for an isolated molecule of C3H5N3 in a non-equilibrium geometry.

ORCA input file:
```
! wB97M-V def2-TZVPD RIJCOSX def2/J DEFGRID3
* xyz 0 1
N -0.083 1.188 1.291
C 0.343 0.181 0.431
C -0.732 -0.379 -0.443
C -0.457 -1.133 -1.642
N -0.138 -1.988 -0.815
N 1.492 -0.355 0.395
H -0.809 1.792 0.950
H 0.655 1.690 1.764
H -1.778 -0.078 -0.227
H -0.688 -1.255 -2.673
H 2.148 0.158 0.974
*
```

Computed properties:
- Strongest force on any atom: 2.28 eV/A
- Energy above the lowest of the compared OMol25 structures with the same formula, charge and spin: 71.6 kcal/mol
- Orbital gap: 9.81 eV
- E_HOMO: -9.03 eV
- LUMO level: 0.8 eV
- SMILES string: [H]/N=C(\N)[C@H]1C=N1



Density functional theory data (ωB97M-V/def2-TZVPD) for a structure of composition C32H65Br28FGaO2 in a non-equilibrium geometry.

ORCA input file:
```
! wB97M-V def2-TZVPD RIJCOSX def2/J DEFGRID3
* xyz -1 1
O 2.930 0.286 3.437
C 2.060 -0.351 2.977
O 2.354 -1.342 2.109
C 0.601 -0.138 3.221
C 0.104 1.073 2.450
C -1.279 1.557 2.899
Ga -2.572 -0.013 3.301
F -2.409 -1.109 1.805
H 1.555 -1.864 1.940
H 0.418 0.053 4.261
H 0.093 -1.037 2.908
H 0.837 1.855 2.636
H 0.107 0.894 1.382
H -1.217 2.165 3.787
H -1.730 2.161 2.116
H -1.941 -0.804 4.556
H -4.092 0.429 3.540
Br -0.278 -3.771 1.343
C -0.021 -3.386 -0.550
C -0.598 -2.058 -0.951
Br -2.527 -2.138 -1.098
H -0.462 -4.212 -1.098
H 1.054 -3.388 -0.696
H -0.245 -1.790 -1.947
H -0.369 -1.256 -0.253
Br 1.686 2.666 6.593
C 0.059 3.374 7.397
C -0.795 2.270 7.959
Br -1.690 1.295 6.537
H -0.443 3.947 6.624
H 0.392 4.044 8.188
H -1.584 2.682 8.586
H -0.224 1.544 8.529
Br 2.131 -4.846 -2.862
C 3.738 -3.832 -3.291
C 3.629 -2.412 -2.811
Br 2.459 -1.376 -3.973
H 3.881 -3.901 -4.362
H 4.550 -4.350 -2.785
H 4.597 -1.917 -2.856
H 3.229 -2.330 -1.805
Br -4.437 -0.654 8.348
C -5.796 -1.189 7.059
C -5.699 -2.654 6.723
Br -4.211 -3.024 5.535
H -5.673 -0.546 6.192
H -6.749 -0.975 7.540
H -6.590 -2.975 6.187
H -5.563 -3.273 7.604
Br 2.242 -4.489 -9.647
C 2.299 -5.599 -8.043
C 2.857 -4.849 -6.866
Br 4.794 -4.654 -6.979
H 2.875 -6.482 -8.291
H 1.267 -5.886 -7.855
H 2.675 -5.400 -5.945
H 2.450 -3.845 -6.774
Br -3.542 4.013 3.328
C -5.197 4.702 4.075
C -6.054 3.594 4.626
Br -6.943 2.602 3.207
H -5.692 5.269 3.292
H -4.893 5.380 4.871
H -6.858 4.000 5.238
H -5.483 2.873 5.204
Br -0.770 5.226 1.041
C -1.411 4.200 -0.483
C -2.435 4.964 -1.277
Br -4.168 4.982 -0.389
H -1.791 3.260 -0.093
H -0.529 4.007 -1.090
H -2.611 4.481 -2.237
H -2.150 5.998 -1.439
Br -5.310 8.654 1.764
C -5.017 8.758 -0.155
C -5.475 10.076 -0.719
Br -7.415 10.166 -0.867
H -5.525 7.907 -0.596
H -3.943 8.641 -0.286
H -5.104 10.204 -1.733
H -5.169 10.921 -0.112
Br -2.067 0.343 -3.589
C -1.198 1.622 -4.769
C 0.291 1.639 -4.567
Br 0.792 2.574 -2.935
H -1.659 2.587 -4.585
H -1.438 1.293 -5.779
H 0.782 2.182 -5.372
H 0.711 0.642 -4.493
Br -0.882 -1.644 -7.926
C 0.254 -2.851 -6.904
C -0.528 -3.999 -6.323
Br -1.577 -3.439 -4.787
H 0.740 -2.252 -6.140
H 0.999 -3.213 -7.612
H 0.151 -4.765 -5.946
H -1.218 -4.444 -7.035
Br 4.692 -10.983 -9.437
C 4.983 -9.058 -9.440
C 5.580 -8.582 -8.143
Br 4.254 -8.531 -6.723
H 4.023 -8.598 -9.654
H 5.666 -8.871 -10.265
H 5.934 -7.556 -8.243
H 6.392 -9.211 -7.793
Br 2.474 3.604 10.454
C 3.956 3.760 9.200
C 4.769 4.999 9.458
Br 3.864 6.600 8.819
H 3.527 3.731 8.203
H 4.559 2.869 9.358
H 5.706 4.958 8.907
H 4.976 5.157 10.512
Br 4.137 4.769 5.239
C 5.788 5.641 4.699
C 5.803 7.094 5.096
Br 4.679 8.172 3.929
H 5.888 5.494 3.628
H 6.581 5.102 5.213
H 6.805 7.508 4.992
H 5.447 7.253 6.109
Br 0.440 -7.433 -5.364
C -0.976 -7.903 -6.615
C -0.810 -9.302 -7.140
Br 0.600 -9.403 -8.478
H -0.967 -7.155 -7.401
H -1.899 -7.815 -6.045
H -1.714 -9.627 -7.651
H -0.558 -10.015 -6.362
*
```

Computed properties:
- Strongest force on any atom: 2.87 eV/A
- Orbital gap: 5.96 eV
- E_HOMO: -4.73 eV
- LUMO level: 1.2 eV



Density functional theory data (ωB97M-V/def2-TZVPD) for the ion C4H4N3 with charge +1 in a non-equilibrium geometry.

ORCA input file:
```
! wB97M-V def2-TZVPD RIJCOSX def2/J DEFGRID3
* xyz 1 1
C 1.664 -1.572 1.001
C 1.244 0.145 -1.214
C 0.019 -0.750 0.987
C 0.017 0.004 -0.295
N 2.357 -0.332 -0.869
N 2.313 -1.002 0.224
N -0.711 -0.771 1.922
H 1.033 0.890 -2.015
H -0.070 0.968 0.274
H -0.798 -0.318 -0.974
H -1.045 -1.173 2.846
*
```

Computed properties:
- Strongest force on any atom: 3.76 eV/A
- Energy above the lowest of the compared OMol25 structures with the same formula, charge and spin: 94.7 kcal/mol
- Orbital gap: 9.56 eV
- E_HOMO: -15.80 eV
- LUMO level: -6.2 eV
- SMILES string: [H]/N=C1\C#[N+]N=CC1



Density functional theory data (ωB97M-V/def2-TZVPD) for a structure of composition C43H58N5O4RuSi4Te in a non-equilibrium geometry.

ORCA input file:
```
! wB97M-V def2-TZVPD RIJCOSX def2/J DEFGRID3
* xyz -2 6
Ru 2.578 -1.865 -0.166
C 1.158 0.990 1.518
N 1.723 -0.350 1.645
C 1.573 -1.038 2.704
C 2.104 -2.471 2.799
C 1.884 -3.474 3.728
C 2.575 -4.541 3.185
C 3.216 -4.182 2.033
N 2.830 -2.917 1.715
C 2.155 2.031 1.035
C 1.918 3.061 0.084
C 2.904 3.915 -0.313
C 4.184 3.746 0.205
C 4.468 2.749 1.114
C 3.456 1.898 1.572
H 0.785 1.277 2.525
H 0.303 1.000 0.867
H 1.085 -0.668 3.622
H 1.428 -3.136 4.671
H 2.673 -5.430 3.739
H 3.826 -4.727 1.348
H 0.939 3.103 -0.339
H 2.784 4.689 -1.085
H 4.961 4.455 -0.142
H 5.473 2.559 1.471
H 3.600 1.017 2.277
O 9.289 0.915 -0.670
C 8.224 1.553 -0.674
O 7.946 2.755 -0.622
C 6.889 0.675 -0.673
C 6.844 -0.436 0.124
C 5.671 -1.035 0.415
N 4.505 -0.700 -0.192
C 4.578 0.334 -1.123
C 5.739 1.086 -1.301
C 3.270 0.596 -1.720
O 3.175 1.440 -2.631
O 2.300 -0.188 -1.385
H 7.689 -0.765 0.689
H 5.539 -1.936 0.976
H 5.580 1.927 -1.936
C 0.043 -2.097 -4.404
C -0.233 -1.482 -2.992
C -0.877 -2.453 -2.034
C -2.246 -2.484 -1.955
C -2.920 -3.306 -1.041
C -2.141 -4.083 -0.188
C -0.750 -4.083 -0.185
C -0.043 -4.846 0.903
C -0.236 -6.374 0.915
C -0.128 -3.300 -1.147
N 1.296 -3.279 -1.199
C 1.833 -4.249 -1.889
C 3.181 -4.258 -2.009
C 4.028 -4.929 -2.893
C 5.326 -4.410 -2.694
C 5.181 -3.371 -1.720
N 3.934 -3.294 -1.261
H 0.754 -1.425 -4.908
H -0.819 -2.267 -5.077
H 0.579 -3.044 -4.411
H -0.728 -0.528 -2.932
H 0.720 -1.191 -2.520
H -2.635 -1.650 -2.578
H -3.970 -3.180 -0.829
H -2.715 -4.527 0.631
H -0.181 -4.370 1.865
H 1.013 -4.720 0.724
H -1.236 -6.637 1.110
H 0.396 -6.870 1.651
H 0.078 -6.757 -0.022
H 1.042 -4.872 -2.354
H 3.696 -5.711 -3.583
H 6.230 -4.754 -3.186
H 5.914 -2.780 -1.230
C -4.865 5.617 1.104
Si -3.644 5.001 -0.118
C -4.126 5.640 -1.802
C -1.903 5.719 0.250
Si -3.655 2.663 -0.025
Te -1.671 1.430 -0.913
Si -3.486 1.960 2.320
C -3.147 0.077 2.669
C -5.137 2.344 3.180
C -2.132 2.980 3.166
Si -5.605 1.681 -0.872
C -5.350 1.625 -2.696
C -7.221 2.621 -0.398
C -5.642 -0.081 -0.201
H -4.782 6.698 1.182
H -4.760 5.189 2.146
H -5.823 5.345 0.667
H -3.691 6.616 -2.134
H -5.206 5.683 -1.788
H -3.778 4.896 -2.487
H -1.941 6.831 0.302
H -1.166 5.446 -0.495
H -1.577 5.402 1.244
H -2.409 0.142 3.469
H -2.752 -0.427 1.762
H -4.032 -0.355 3.117
H -5.880 1.883 2.563
H -5.426 3.394 3.092
H -5.324 1.885 4.143
H -1.218 3.162 2.515
H -1.752 2.384 4.066
H -2.433 3.951 3.547
H -4.504 1.014 -2.961
H -5.155 2.660 -3.015
H -6.240 1.258 -3.225
H -7.174 3.712 -0.547
H -7.550 2.540 0.671
H -8.059 2.295 -0.973
H -4.682 -0.544 -0.412
H -6.480 -0.654 -0.640
H -5.828 -0.010 0.881
*
```

Computed properties:
- Strongest force on any atom: 3.77 eV/A
- Energy above the lowest of the compared OMol25 structures with the same formula, charge and spin: 0.0 kcal/mol
- Orbital gap (spin up / spin down): 5.91 / 4.84 eV
- E_HOMO (spin up / spin down): -2.01 / -2.01 eV
- LUMO level (spin up / spin down): 3.9 / 2.8 eV



Density functional theory data (ωB97M-V/def2-TZVPD) for a structure of composition C3H12N6NaO7S in a non-equilibrium geometry.

ORCA input file:
```
! wB97M-V def2-TZVPD RIJCOSX def2/J DEFGRID3
* xyz -1 1
Na 0.626 -0.543 0.381
S 2.713 4.604 -2.091
O 1.480 5.365 -1.908
O 3.426 4.945 -3.330
O 3.558 4.902 -0.922
O 2.304 3.169 -2.064
C -1.039 4.750 3.926
O -0.733 3.597 3.759
N -1.410 5.100 5.111
N -0.950 5.731 3.118
H -1.573 4.348 5.764
H -1.642 6.079 5.197
H -0.835 5.549 2.131
H -1.281 6.629 3.441
C 3.348 -3.886 -4.076
O 2.836 -3.706 -3.019
N 3.535 -5.142 -4.571
N 3.495 -3.026 -5.033
H 3.266 -5.964 -4.050
H 4.051 -5.335 -5.418
H 3.316 -2.084 -4.718
H 3.872 -3.277 -5.936
C -3.871 -3.502 1.594
O -3.604 -2.410 1.188
N -4.683 -3.685 2.572
N -3.478 -4.618 1.086
H -5.188 -2.944 3.038
H -5.064 -4.576 2.857
H -2.829 -4.636 0.313
H -3.642 -5.434 1.659
*
```

Computed properties:
- Strongest force on any atom: 6.93 eV/A
- Orbital gap: 2.27 eV
- E_HOMO: -1.77 eV
- LUMO level: 0.5 eV



Density functional theory data (ωB97M-V/def2-TZVPD) for an isolated molecule of C4H7N3S in a non-equilibrium geometry.

ORCA input file:
```
! wB97M-V def2-TZVPD RIJCOSX def2/J DEFGRID3
* xyz 0 1
C -0.204 1.616 -0.712
C 0.016 0.543 0.131
C 0.310 -0.479 -0.708
C -0.189 0.275 1.772
N 0.101 1.338 -1.944
N 0.486 0.072 -1.948
N 0.691 -1.816 -0.550
S -1.971 0.254 2.147
H -0.438 2.550 -0.334
H 0.214 -0.843 1.976
H 0.295 1.125 2.309
H 0.621 -0.486 -2.747
H 0.661 -2.242 0.439
H 1.755 -1.937 -0.762
H -2.347 0.030 0.932
*
```

Computed properties:
- Strongest force on any atom: 4.95 eV/A
- Energy above the lowest of the compared OMol25 structures with the same formula, charge and spin: 57.1 kcal/mol
- Orbital gap: 9.27 eV
- E_HOMO: -8.66 eV
- LUMO level: 0.6 eV
- SMILES string: Nc1[nH]ncc1CS